A structure of composition C20H27B3Br45FO4 in a non-equilibrium geometry, computed with ωB97M-V with the def2-TZVPD basis set.

Structure (ORCA input):
```
! RIJCOSX wB97M-V def2-TZVPD def2/J DEFGRID3
* xyz 0 1
C 3.27 -6.26 0.98
C 2.98 -4.92 0.02
O 2.00 -4.11 0.76
B 0.95 -3.55 -0.11
O 0.57 -2.12 0.11
B -0.84 -2.23 0.62
O -1.71 -3.40 0.42
B -1.20 -4.32 -0.61
C -2.15 -5.55 -1.25
C -2.81 -6.34 0.06
C -4.17 -5.60 0.63
F -4.59 -6.14 1.98
O 0.20 -4.28 -1.16
H 2.40 -7.05 0.92
H 3.26 -5.85 2.08
H 4.30 -6.74 0.68
H 2.66 -5.21 -1.07
H 4.00 -4.31 -0.04
H -1.29 -1.34 1.28
H -1.45 -6.34 -1.79
H -3.01 -5.14 -1.94
H -2.04 -6.47 0.95
H -3.14 -7.43 -0.26
H -4.08 -4.44 0.77
H -5.02 -5.79 -0.17
C 0.54 0.34 -2.76
Br 1.10 0.03 -4.60
Br 0.98 2.14 -2.17
Br -1.34 -0.07 -2.50
H 1.11 -0.35 -2.13
C -8.16 -4.91 0.19
Br -7.60 -5.22 -1.65
Br -7.72 -3.11 0.78
Br -10.04 -5.32 0.45
H -7.59 -5.60 0.82
C -9.07 0.54 2.50
Br -9.32 1.76 3.99
Br -7.21 0.02 2.28
Br -10.25 -1.01 2.63
H -9.36 1.08 1.59
C -6.66 -2.70 -4.65
Br -5.56 -1.97 -3.22
Br -6.76 -1.50 -6.17
Br -6.08 -4.48 -5.17
H -7.67 -2.80 -4.25
C 7.30 -3.51 0.02
Br 6.23 -3.98 -1.54
Br 6.22 -3.41 1.63
Br 8.82 -4.71 0.24
H 7.70 -2.51 -0.16
C 1.90 4.54 0.89
Br 0.08 4.54 1.57
Br 1.96 4.99 -1.00
Br 3.06 5.69 1.95
H 2.28 3.52 0.99
C 6.64 0.84 2.58
Br 8.28 -0.01 1.98
Br 6.73 2.78 2.42
Br 5.08 0.11 1.69
H 6.54 0.62 3.65
C -7.05 5.37 4.72
Br -8.26 5.80 6.18
Br -6.36 3.55 4.87
Br -7.87 5.69 2.99
H -6.19 6.04 4.80
C -1.94 -3.53 -4.58
Br -1.60 -3.37 -6.49
Br -2.90 -1.99 -3.88
Br -2.82 -5.20 -4.13
H -0.96 -3.54 -4.08
C 0.88 -2.01 -9.49
Br 1.10 -1.26 -7.71
Br 2.56 -2.05 -10.48
Br 0.03 -3.77 -9.44
H 0.20 -1.35 -10.04
C 2.82 9.07 -0.24
Br 3.38 8.76 -2.08
Br 3.25 10.88 0.35
Br 0.94 8.66 0.02
H 3.39 8.38 0.39
C 6.73 7.60 3.93
Br 5.02 8.32 4.53
Br 7.62 6.60 5.35
Br 6.53 6.54 2.31
H 7.37 8.45 3.68
C 8.83 10.50 1.62
Br 9.43 12.34 1.38
Br 9.06 9.90 3.45
Br 7.00 10.25 0.99
H 9.47 9.87 0.99
C 11.19 0.21 5.30
Br 10.88 -1.70 5.22
Br 12.67 0.76 4.17
Br 9.57 1.22 4.90
H 11.47 0.45 6.33
C -11.46 2.61 -0.47
Br -10.36 3.34 0.96
Br -11.56 3.81 -1.99
Br -10.88 0.83 -0.99
H -12.47 2.51 -0.07
*
```

Computed properties:
Highest occupied orbital energy, eV: -8.7
E, Ha: -117084.1937